13 unconnected molecules or ions with the total composition C10H41NO15, computed with wB97M-V/def2-TZVPD.

HOMO energy (eV): -9.2318
Calculated total energy (eV): -43238.600
Gap between HOMO and LUMO (eV): 9.356
E_LUMO (eV): 0.1
Max |F| (eV/A): 0.9

Geometry as ORCA input:
```
! RIJCOSX wB97M-V def2-TZVPD def2/J DEFGRID3
* xyz 0 1
O -3.10815 0.34276 2.33037
H 0.44577 -3.80231 -0.51611
H -2.36039 0.93364 2.17127
H 3.50167 1.14924 -1.09718
O -5.65518 -0.94898 1.44299
C -1.56004 -0.97294 -1.22416
H -0.40725 -2.69896 1.24035
H 2.74835 -3.70912 -0.90082
H 0.64741 -2.37242 -1.50437
H 5.81449 1.38818 3.70431
H -0.18781 -6.21446 0.97312
H 4.08757 0.23925 1.69366
H -4.45425 4.22172 7.16298
H 1.52015 -3.09780 -3.60277
O 0.63865 -2.96359 -3.96856
H 0.28127 5.10138 -6.52686
O 2.94827 -1.19583 -1.86086
H -3.82886 1.15204 -3.00063
H 1.21118 4.56036 -4.54852
H 2.11686 0.41858 -3.05400
H 2.40844 0.01532 1.19806
C 0.11474 -1.98845 0.59493
H 4.43961 1.95599 0.17690
O -3.77286 3.84078 7.72415
H 0.60285 -3.51707 -4.75464
C 3.43023 0.15126 0.83122
H 0.28725 5.01332 -8.04368
H -0.94264 0.09757 -3.07927
H -5.20048 0.65947 -2.54522
C -0.58883 -0.16128 -2.08202
N -0.36130 0.99615 -1.18467
O -4.26496 0.43561 -2.52781
H -1.85348 -1.90836 4.87891
H 2.37448 1.74539 -3.73998
H -2.43953 -0.32809 -1.12819
O 0.09292 1.12314 1.07821
H -1.48695 -5.43990 0.78069
O 0.42804 5.63017 -7.31922
O 1.76122 1.31660 -3.13242
O -1.64725 -1.04125 4.51429
C 2.35088 -2.88661 -0.29407
H -0.71042 -0.90022 4.69111
H 2.67819 2.06262 0.18058
H 2.58607 -3.11215 0.74760
H -2.91235 -0.06507 3.18327
C 3.06098 -1.63020 -0.74370
H 6.71242 1.47767 2.47296
H -2.22567 0.75854 5.37044
H -6.19930 -0.15954 1.37470
H 0.86696 -1.50906 1.23283
O -0.62967 -5.39508 1.21722
H -1.64063 -0.83823 0.95146
O 5.79033 1.48902 2.74772
C 0.83160 -2.77938 -0.51419
H -1.87406 -1.93444 -1.62842
H -4.76154 -0.60902 1.58510
H 0.44786 1.56192 -1.42524
H -3.27807 3.24652 7.14604
H 0.37045 -0.66717 -2.20722
H 0.89772 3.23281 -3.87200
C -0.89413 -0.90407 0.15793
O -2.57424 1.62600 5.61367
C 3.52254 1.40204 -0.03745
H -3.41651 1.68304 5.15000
O 0.59407 3.82049 -4.57325
C -0.30450 0.50458 0.10786
O 3.87744 -1.05917 0.16317
*
```

A molecular structure, C5H11NO2, computed with wB97M-V/def2-TZVPD.

HOMO energy (eV): -8.8533
Calculated total energy (eV): -10939.568
Gap between HOMO and LUMO (eV): 5.343
Energy above the lowest of the compared OMol25 structures with the same formula, charge and spin (kcal/mol): 223.7
E_LUMO (eV): -3.5
Max |F| (eV/A): 4.8

Geometry as ORCA input:
```
! RIJCOSX wB97M-V def2-TZVPD def2/J DEFGRID3
* xyz 0 1
O 2.01601 -0.60660 0.78318
H 0.61861 -1.63934 0.37883
N -1.29450 -1.28261 -0.53891
H 2.64489 -0.67837 1.50905
H 0.04183 2.43449 1.71773
H 0.44657 -2.27018 -1.21596
H -1.53206 0.82139 -0.84952
O -1.02546 2.93840 0.12166
C -0.61579 0.60237 0.92885
H 1.30338 -0.01220 -0.75861
C 0.43608 0.35673 -1.28680
H -0.36334 -3.12102 0.07957
H 0.28915 -0.15132 -2.25515
C -0.84204 0.03838 -0.51383
C -0.61329 2.06744 0.93785
H 0.50570 1.43272 -1.47042
H -1.66146 1.26213 1.10253
C -0.17345 -2.11560 -0.29064
H -0.18083 -0.07682 1.62060
*
```

A gas-phase ion, C5H8N3OS (charge +1), computed with wB97M-V/def2-TZVPD.

HOMO energy (eV): -12.2742
Calculated total energy (eV): -22657.058
Gap between HOMO and LUMO (eV): 8.066
Energy above the lowest of the compared OMol25 structures with the same formula, charge and spin (kcal/mol): 84.9
E_LUMO (eV): -4.2
Max |F| (eV/A): 5.0

Geometry as ORCA input:
```
! RIJCOSX wB97M-V def2-TZVPD def2/J DEFGRID3
* xyz 1 1
O 3.32377 -1.47315 0.18166
H -2.24228 -2.54101 -0.41729
C 1.67359 1.01434 -0.85640
N -1.02271 -0.29088 -0.04874
N 0.69605 1.49109 -0.14595
H -1.25177 3.02609 0.84512
H -2.00776 -0.23163 0.11167
H -1.47691 1.55343 1.77389
C -1.44234 1.95533 0.83144
C -0.39411 1.07319 0.19557
N -1.26573 -2.56261 -0.10469
S 4.10746 -0.25737 -0.08207
C -0.52421 -1.48030 -0.02926
H 0.51001 -1.70403 -0.03403
H -2.38016 1.98417 0.43389
H 1.43354 1.04955 -1.94140
C 2.95338 0.76774 -0.58398
H -0.68982 -3.37395 -0.12943
*
```

9 unconnected molecules or ions with the total composition C46H113N7O8S2, computed with wB97M-V/def2-TZVPD.

HOMO energy (eV): -8.0221
SMILES: O=S1(=O)OCCO1.O=S1(=O)OCCO1.CCN(CC)CC.CCN(CC)CC.CCN(CC)CC.CCN(CC)CC.CCN(CC)CC.CCN(CC)CC.CCN(CC)CC
Calculated total energy (eV): -98010.553
Gap between HOMO and LUMO (eV): 8.503
Energy above the lowest of the compared OMol25 structures with the same formula, charge and spin (kcal/mol): 0.0
E_LUMO (eV): 0.5
Max |F| (eV/A): 2.1

Geometry as ORCA input:
```
! RIJCOSX wB97M-V def2-TZVPD def2/J DEFGRID3
* xyz 0 1
N 38.13045 -7.65891 -14.86065
H 47.44505 -10.83485 -17.46782
H 40.39060 -10.19882 -15.28670
H 42.48015 -10.58938 -12.79429
H 39.92799 -10.62514 -11.08358
C 40.72749 -11.13987 -11.61343
H 44.41221 -7.82497 -14.34859
H 41.50507 -6.06650 -15.82556
C 45.50327 -12.74934 -14.08117
H 43.71890 -13.56262 -10.63970
C 45.77937 -10.85835 -9.78551
O 47.45607 -8.87068 -19.84618
C 42.55526 -3.37528 -20.74250
H 42.38381 -14.65304 -10.18974
O 46.95624 -9.49246 -11.20202
H 39.85625 -5.14771 -22.98704
S 45.42598 -9.05171 -11.51841
H 43.44071 -4.84889 -24.12997
H 42.60510 -2.39579 -20.26439
N 44.29773 0.56516 -10.02643
H 40.52013 -3.10168 -24.54045
H 40.98550 1.54281 -9.63200
H 41.57210 -4.20591 -25.33403
C 47.05498 -11.86085 -17.52047
H 44.18014 1.12927 -11.97135
H 42.15078 -4.52215 -14.23036
N 40.44011 -11.35848 -20.46663
H 42.39052 -9.05899 -16.30472
C 42.03000 1.69388 -9.90271
C 42.32294 -11.00012 -22.06376
H 40.28944 -9.59436 -21.56997
H 43.28580 -1.73398 -11.17229
H 40.43000 -9.38303 -18.51972
H 40.12104 -8.01921 -19.57022
C 35.73159 -7.41386 -15.49162
H 38.66714 -13.43077 -20.18885
C 45.62940 -11.84209 -16.91907
C 41.84081 -11.58258 -20.75214
H 45.84952 -6.27948 -19.42018
O 46.19320 -9.94825 -21.68606
O 44.91520 -9.67262 -12.71667
H 42.44444 -12.65821 -12.48519
H 42.49652 -9.92401 -22.10937
H 40.34694 -13.97786 -20.02031
H 38.87637 -10.15745 -14.63724
C 40.00401 -12.03348 -19.25109
H 46.79647 1.69312 -11.01408
H 42.64954 -7.20100 -23.92291
H 45.62672 -13.33975 -13.17130
O 44.85290 -9.85033 -10.22920
H 42.63133 -7.69982 -14.24900
H 39.28178 -11.53797 -18.59777
H 39.81181 -7.75612 -16.15414
C 43.22126 -5.23122 -23.12120
C 43.30425 -9.08835 -15.70696
H 44.43317 -12.52250 -14.09001
H 34.91048 -7.94756 -15.96903
C 43.09684 -4.89248 -13.82711
H 47.03477 -11.95533 -18.60908
H 42.05769 -12.65519 -20.73298
H 39.00445 -5.69989 -16.51307
C 39.67062 -11.99615 -8.89083
H 43.62570 -4.01568 -13.45262
H 41.64033 -8.94466 -19.67482
C 40.55686 -9.01898 -19.54449
O 45.58864 -7.60332 -20.97641
C 40.23434 -12.88242 -10.01660
H 42.35262 2.65654 -9.50776
H 44.99173 -11.41871 -17.69500
H 39.02368 -9.85161 -16.37284
H 40.81031 -6.11198 -23.87451
C 39.98725 -9.99357 -20.59534
C 38.19796 -6.23727 -14.51904
H 39.36648 -13.16849 -10.62886
C 42.50721 -5.10921 -17.42358
H 43.37846 -13.47523 -18.56982
H 46.81867 0.74708 -9.45691
H 45.98194 -11.77305 -14.08894
C 45.07735 -14.22087 -17.47019
H 42.33878 -9.78212 -11.29370
H 38.76070 -12.41211 -8.46284
H 43.33884 -9.97069 -15.07332
H 45.47936 -14.62303 -15.05511
H 43.03380 0.66533 -8.40675
C 40.65024 -4.16955 -24.74477
H 43.30045 -14.88339 -11.68868
H 44.30535 -14.71004 -19.44493
H 43.29798 -5.23997 -18.17378
H 47.05180 2.48198 -9.53198
C 43.49631 -7.77869 -14.92691
H 47.78081 -12.49529 -17.02176
H 47.84590 -11.10606 -10.28550
C 41.88995 -13.21897 -11.73372
H 41.65248 -4.93251 -18.07741
C 42.33918 -6.30198 -16.49989
H 40.80703 -3.21341 -22.04909
S 46.24623 -9.01743 -20.59278
H 40.21072 -7.81048 -14.41568
C 44.38289 -13.84779 -18.78397
H 42.36625 -2.69046 -22.74820
H 37.43703 -7.49580 -16.85944
H 37.57652 -4.70409 -15.91301
H 42.51995 -0.57145 -12.20173
H 38.95485 -6.06456 -13.75227
N 43.57396 -6.58111 -15.77717
H 37.23110 -5.92370 -14.12095
C 39.49083 -8.12079 -15.16759
H 40.89700 -12.07174 -18.60530
H 45.39449 -0.14864 -11.65950
C 38.48736 -5.25386 -15.66624
H 37.05552 -8.98076 -16.05120
C 42.94834 0.52741 -9.49286
H 45.34083 -11.85488 -9.77275
H 44.48993 -15.05939 -17.08889
N 41.26297 -12.23523 -10.83008
N 45.15376 -13.15936 -16.50568
H 46.08533 -10.52002 -8.79847
H 44.90158 2.10801 -8.74351
H 35.63437 -7.55919 -14.41513
C 45.84686 -13.62511 -15.30651
H 39.60628 -10.94869 -9.18017
H 42.80809 -4.21721 -16.87360
H 44.01162 -4.83372 -22.48687
H 39.10363 -4.43673 -15.27638
H 43.58605 -3.73231 -20.74618
H 42.44213 -0.42515 -9.62652
H 39.79906 -4.39661 -25.38805
H 41.61015 -11.17859 -22.87391
O 45.40143 -7.62928 -11.40224
H 46.92159 -13.76913 -15.47958
C 46.48816 1.65067 -9.96593
C 44.75126 -8.08155 -18.86231
C 44.99269 1.81084 -9.79618
H 35.58065 -6.37100 -15.77453
H 46.69477 -11.50634 -11.64296
H 43.24368 -11.52088 -22.32901
H 42.48005 -11.25651 -19.90967
C 39.46278 -9.63025 -15.40096
H 44.95229 -13.07789 -19.30904
H 40.75201 -13.72234 -9.55941
H 42.06497 -7.14813 -17.13141
C 44.37360 0.18002 -11.45169
C 39.52351 -13.46476 -19.51726
H 45.47229 -8.12145 -18.04286
H 42.91768 -5.60982 -13.02918
H 44.40300 -4.70527 -15.58873
H 46.07231 -14.60074 -17.76280
H 41.18585 -9.37686 -12.69715
C 37.13610 -7.90482 -15.88145
C 43.49826 -0.97411 -11.92995
C 46.92410 -10.85306 -10.80082
C 40.80078 -5.06924 -23.54212
H 44.22778 -6.32803 -20.22861
C 45.05885 -6.90370 -19.83211
H 39.31507 -14.03659 -18.61442
C 44.00734 -5.47296 -14.91351
H 40.19655 -11.52295 -12.50909
H 44.09485 -9.14054 -16.45879
O 44.97686 -9.27060 -19.59086
H 38.90536 -9.93234 -20.73708
H 43.73611 -8.08408 -18.47577
H 41.08985 -13.78209 -12.23172
H 44.91731 -5.78342 -14.39409
C 42.87218 -14.13912 -11.01575
H 40.34147 -11.90981 -8.02676
H 42.85926 -7.09104 -22.16818
N 41.91364 -4.80113 -22.65205
H 44.60005 2.69237 -10.32438
C 43.25902 -6.76854 -23.13118
C 41.73919 -10.12941 -12.13822
H 44.26060 -7.17904 -23.25828
H 45.65344 -11.21191 -16.03620
H 43.93862 -1.55713 -12.73535
H 41.98145 -4.01451 -20.07015
C 41.86956 -3.44130 -22.11911
H 42.06654 1.77841 -10.99602
*
```